# 1
Below is one molecule with the formula CF3NO3S at a distorted geometry, with properties calculated with wB97M-V/def2-TZVPD.

Results
HOMO-LUMO gap (spin up / spin down) in eV: 9.0 / 9.0
E_tot in Eh: -1016.2219
ΔE to the lowest compared entry with this formula, charge and spin in kJ/mol: 0.0
LUMO energy (spin up / spin down) in eV: -1.3 / -1.3

The geometry in ORCA input format:
```
! RIJCOSX wB97M-V def2-TZVPD def2/J DEFGRID3
* xyz 0 1
C 1.187 0.334 0.025
N -1.651 0.133 -0.140
O -1.946 0.964 -0.922
O -2.072 -0.242 0.892
O 0.070 -2.125 0.281
F 2.453 -0.058 0.071
F 1.103 1.412 -0.750
F 0.787 0.661 1.249
S 0.069 -1.079 -0.706
*
```

Results of the Mulliken charge analysis, in e, for atoms 1 through 5:
1 C 0.720
2 N 0.763
3 O -0.484
4 O -0.419
5 O -0.429



# 2
Below is one molecule with the formula CH3NO at a distorted geometry, with properties calculated with wB97M-V/def2-TZVPD.

Results
HOMO-LUMO gap in eV: 11.2
SMILES: NC=O
E_tot in Eh: -169.8817
ΔE to the lowest compared entry with this formula, charge and spin in kJ/mol: 67.9
LUMO energy in eV: 0.9

The geometry in ORCA input format:
```
! RIJCOSX wB97M-V def2-TZVPD def2/J DEFGRID3
* xyz 0 1
N 0.966 -0.665 -0.179
C -0.072 0.354 -0.063
O -1.176 0.402 0.372
H 1.794 -0.371 -0.882
H 0.930 -1.608 0.016
H 0.352 1.290 -0.482
*
```

Results of the Mulliken charge analysis, in e, for atoms 1 through 5:
1 N -0.378
2 C 0.145
3 O -0.451
4 H 0.256
5 H 0.211



# 3
Below is H20HeO10Xe as an isolated structure at a distorted geometry, with properties calculated with wB97M-V/def2-TZVPD.

Results
HOMO-LUMO gap in eV: 10.1
E_tot in Eh: -1096.6432
ΔE to the lowest compared entry with this formula, charge and spin in kJ/mol: 4.2
LUMO energy in eV: -0.3

The geometry in ORCA input format:
```
! RIJCOSX wB97M-V def2-TZVPD def2/J DEFGRID3
* xyz 0 1
He -3.680 -0.898 -3.158
Xe -0.892 -0.621 -0.614
O 2.484 -2.449 -1.237
H 1.789 -3.072 -1.024
H 2.582 -1.919 -0.446
O 0.945 1.875 -3.475
H 1.302 1.005 -3.295
H 1.025 1.974 -4.424
O 1.864 -2.017 2.816
H 2.025 -2.891 2.460
H 0.939 -1.849 2.632
O 2.057 -0.730 -3.449
H 2.078 -1.393 -2.760
H 1.571 -1.142 -4.164
O -0.513 -0.963 3.763
H 0.008 -0.229 4.087
H -1.274 -0.555 3.350
O -2.542 3.305 -1.167
H -2.821 2.481 -0.767
H -1.609 3.367 -0.960
O -2.294 0.998 2.890
H -2.574 1.451 3.686
H -3.049 1.054 2.304
O 0.713 -4.530 -0.574
H 0.567 -5.393 -0.961
H -0.103 -4.331 -0.115
O -0.580 2.966 1.938
H 0.286 2.562 1.983
H -1.191 2.232 2.006
O 0.073 3.376 -0.731
H -0.017 3.541 0.207
H 0.830 2.793 -0.801
*
```

Results of the Mulliken charge analysis, in e, for atoms 1 through 5:
1 He 0.019
2 Xe -0.029
3 O -0.681
4 H 0.345
5 H 0.316



# 4
Below is C14H16NO11P2PdS as an isolated structure, with properties calculated with wB97M-V/def2-TZVPD.

Results
HOMO-LUMO gap (spin up / spin down) in eV: 8.7 / 9.2
E_tot in Eh: -2634.5281
ΔE to the lowest compared entry with this formula, charge and spin in kJ/mol: 20.1
<S²>: 2.004
LUMO energy (spin up / spin down) in eV: 2.5 / 2.4

The geometry in ORCA input format:
```
! RIJCOSX wB97M-V def2-TZVPD def2/J DEFGRID3
* xyz -1 3
Pd 0.068 -3.268 -0.304
O 3.118 -3.563 2.857
P 2.027 -2.517 2.298
O 2.351 -1.158 2.789
O 1.870 -2.788 0.825
O 0.667 -3.049 3.042
P -0.659 -3.494 2.258
O -1.658 -3.762 3.479
O -1.156 -2.322 1.433
O -0.420 -4.735 1.453
H 3.603 -3.133 3.569
H -2.268 -3.021 3.560
O 0.324 -1.232 -1.214
S 0.420 -0.275 -0.040
C -1.213 0.522 0.055
C -1.761 0.922 -1.277
C -1.784 2.258 -1.665
C -2.263 2.623 -2.916
C -2.717 1.649 -3.793
C -2.698 0.314 -3.412
C -2.226 -0.051 -2.161
C 1.404 1.087 -0.697
C 1.576 2.156 0.346
C 1.262 3.479 0.054
C 1.406 4.468 1.018
C 1.859 4.136 2.287
C 2.171 2.816 2.583
C 2.035 1.824 1.622
H -1.097 1.364 0.740
H -1.807 -0.252 0.543
H -1.431 3.017 -0.975
H -2.281 3.667 -3.203
H -3.087 1.930 -4.771
H -3.049 -0.452 -4.092
H -2.205 -1.095 -1.872
H 0.936 1.451 -1.613
H 2.349 0.601 -0.949
H 0.904 3.735 -0.937
H 1.162 5.495 0.777
H 1.968 4.905 3.042
H 2.522 2.546 3.571
H 2.276 0.793 1.878
O 0.555 -4.481 -2.138
N -0.631 -4.415 -2.577
O -0.956 -4.906 -3.633
O -1.462 -3.791 -1.844
*
```

Results of the Mulliken charge analysis, in e, for atoms 1 through 5:
1 Pd 0.427
2 O -0.552
3 P 0.747
4 O -0.736
5 O -0.662



# 5
Below is one molecule with the formula C5H5Cl at a distorted geometry, with properties calculated with wB97M-V/def2-TZVPD.

Results
HOMO-LUMO gap in eV: 9.8
SMILES: C#C/C(C)=C\Cl
E_tot in Eh: -653.6243
ΔE to the lowest compared entry with this formula, charge and spin in kJ/mol: 148.3
LUMO energy in eV: 0.8

The geometry in ORCA input format:
```
! RIJCOSX wB97M-V def2-TZVPD def2/J DEFGRID3
* xyz 0 1
C -0.456 2.388 0.002
C -0.168 1.233 -0.027
C 0.159 -0.138 -0.047
C -0.959 -1.103 0.054
C 1.422 -0.603 0.004
Cl 2.783 0.451 0.014
H -0.692 3.439 0.054
H -1.568 -0.938 0.928
H -1.667 -1.010 -0.824
H -0.555 -2.080 -0.071
H 1.701 -1.640 -0.087
*
```

Results of the Mulliken charge analysis, in e, for atoms 1 through 5:
1 C 0.315
2 C -0.599
3 C 0.213
4 C -1.107
5 C -0.303



# 6
Below is one molecule with the formula C10H14N4O5 at a distorted geometry, with properties calculated with wB97M-V/def2-TZVPD.

Results
HOMO-LUMO gap in eV: 9.5
SMILES: N[C@@H](Cc1c[nH]cn1)C(=O)N[C@@H](CC(=O)O)C(=O)O
E_tot in Eh: -984.7133
ΔE to the lowest compared entry with this formula, charge and spin in kJ/mol: 186.8
LUMO energy in eV: 0.2

The geometry in ORCA input format:
```
! RIJCOSX wB97M-V def2-TZVPD def2/J DEFGRID3
* xyz 0 1
N 1.096 -2.125 1.927
C 1.890 -1.172 1.153
C 2.197 -1.841 -0.176
C 1.015 -2.025 -1.137
C 0.937 -2.169 -2.563
N -0.380 -2.484 -2.767
C -1.058 -2.491 -1.628
N -0.261 -2.155 -0.612
C 1.355 0.293 1.030
O 2.095 1.289 1.261
N 0.008 0.382 0.994
C -0.573 1.755 0.908
C -1.116 1.979 -0.439
C -1.367 3.476 -0.658
O -1.347 4.390 0.159
O -1.977 3.638 -1.868
C -1.654 1.660 2.041
O -2.840 1.756 1.836
O -1.131 1.563 3.311
H 0.730 -1.603 2.787
H 0.252 -2.329 1.289
H 2.848 -1.005 1.674
H 2.920 -1.284 -0.781
H 2.634 -2.803 -0.018
H 1.671 -2.046 -3.405
H -0.789 -2.669 -3.686
H -2.163 -2.823 -1.616
H -0.523 -0.446 0.596
H 0.152 2.463 1.166
H -2.016 1.303 -0.665
H -0.361 1.688 -1.206
H -2.050 4.582 -2.046
H -0.195 1.253 3.140
*
```

Results of the Mulliken charge analysis, in e, for atoms 1 through 5:
1 N -0.784
2 C 0.094
3 C -0.937
4 C 0.553
5 C -0.860



# 7
Below is one molecule with the formula C21H28N2O4, with properties calculated with wB97M-V/def2-TZVPD.

Results
HOMO-LUMO gap in eV: 9.3
SMILES: C=CCN(CC=C)C(=O)c1ccc(OC2CCN(C(C)=O)CC2)c(OC)c1
E_tot in Eh: -1227.4455
ΔE to the lowest compared entry with this formula, charge and spin in kJ/mol: 361.9
LUMO energy in eV: 0.7

The geometry in ORCA input format:
```
! RIJCOSX wB97M-V def2-TZVPD def2/J DEFGRID3
* xyz 0 1
C 5.449 2.002 0.489
C 4.363 1.273 0.321
C 4.026 0.054 1.130
N 3.798 -1.111 0.298
C 4.966 -1.899 -0.054
C 5.949 -1.125 -0.876
C 7.235 -1.031 -0.600
C 2.611 -1.401 -0.285
O 2.469 -2.324 -1.066
C 1.453 -0.531 0.106
C 0.804 -0.713 1.317
C -0.303 0.061 1.622
C -0.780 1.009 0.732
O -1.835 1.826 1.080
C -3.152 1.370 0.803
C -3.407 1.086 -0.679
C -4.872 0.705 -0.885
N -5.217 -0.441 -0.069
C -5.523 -1.619 -0.670
C -5.791 -2.803 0.237
O -5.601 -1.713 -1.880
C -5.014 -0.215 1.340
C -3.548 0.133 1.617
C -0.122 1.198 -0.500
O -0.629 2.158 -1.315
C -0.012 2.383 -2.559
C 0.987 0.415 -0.798
H 5.648 2.877 -0.105
H 6.188 1.753 1.234
H 3.631 1.531 -0.432
H 4.844 -0.175 1.818
H 3.122 0.256 1.714
H 5.440 -2.271 0.861
H 4.592 -2.749 -0.636
H 5.531 -0.639 -1.747
H 7.915 -0.480 -1.226
H 7.666 -1.513 0.263
H 1.157 -1.457 2.016
H -0.803 -0.057 2.572
H -3.771 2.219 1.119
H -3.159 1.965 -1.272
H -2.771 0.259 -1.005
H -5.059 0.435 -1.926
H -5.520 1.546 -0.609
H -6.625 -2.600 0.904
H -4.909 -3.049 0.824
H -6.042 -3.652 -0.393
H -5.306 -1.089 1.917
H -5.647 0.627 1.650
H -3.409 0.326 2.682
H -2.915 -0.709 1.327
H -0.044 1.490 -3.192
H 1.026 2.711 -2.441
H -0.586 3.179 -3.031
H 1.498 0.520 -1.742
*
```

Results of the Mulliken charge analysis, in e, for atoms 1 through 5:
1 C -0.881
2 C 0.052
3 C -0.797
4 N 0.157
5 C -0.896



# 8
Below is a 2-piece molecular cluster, C2H5ClS overall at a distorted geometry, with properties calculated with wB97M-V/def2-TZVPD.

Results
HOMO-LUMO gap in eV: 10.3
SMILES: C=CCl.S
E_tot in Eh: -937.5133
ΔE to the lowest compared entry with this formula, charge and spin in kJ/mol: 117.9
LUMO energy in eV: 0.7

The geometry in ORCA input format:
```
! RIJCOSX wB97M-V def2-TZVPD def2/J DEFGRID3
* xyz 0 1
C 1.743 0.418 0.003
C 0.867 -0.454 0.558
Cl 0.238 -1.955 -0.365
H 2.369 0.204 -0.861
H 1.739 1.434 0.407
H 0.121 -0.110 1.305
S -2.606 -0.938 0.220
H -3.643 -0.284 0.263
H -1.791 0.183 0.257
*
```

Results of the Mulliken charge analysis, in e, for atoms 1 through 5:
1 C -0.478
2 C -0.211
3 Cl -0.184
4 H 0.265
5 H 0.222



Copy entry 7 word for word.
Below is one molecule with the formula C21H28N2O4, with properties calculated with wB97M-V/def2-TZVPD.

Results
HOMO-LUMO gap in eV: 9.3
SMILES: C=CCN(CC=C)C(=O)c1ccc(OC2CCN(C(C)=O)CC2)c(OC)c1
E_tot in Eh: -1227.4455
ΔE to the lowest compared entry with this formula, charge and spin in kJ/mol: 361.9
LUMO energy in eV: 0.7

The geometry in ORCA input format:
```
! RIJCOSX wB97M-V def2-TZVPD def2/J DEFGRID3
* xyz 0 1
C 5.449 2.002 0.489
C 4.363 1.273 0.321
C 4.026 0.054 1.130
N 3.798 -1.111 0.298
C 4.966 -1.899 -0.054
C 5.949 -1.125 -0.876
C 7.235 -1.031 -0.600
C 2.611 -1.401 -0.285
O 2.469 -2.324 -1.066
C 1.453 -0.531 0.106
C 0.804 -0.713 1.317
C -0.303 0.061 1.622
C -0.780 1.009 0.732
O -1.835 1.826 1.080
C -3.152 1.370 0.803
C -3.407 1.086 -0.679
C -4.872 0.705 -0.885
N -5.217 -0.441 -0.069
C -5.523 -1.619 -0.670
C -5.791 -2.803 0.237
O -5.601 -1.713 -1.880
C -5.014 -0.215 1.340
C -3.548 0.133 1.617
C -0.122 1.198 -0.500
O -0.629 2.158 -1.315
C -0.012 2.383 -2.559
C 0.987 0.415 -0.798
H 5.648 2.877 -0.105
H 6.188 1.753 1.234
H 3.631 1.531 -0.432
H 4.844 -0.175 1.818
H 3.122 0.256 1.714
H 5.440 -2.271 0.861
H 4.592 -2.749 -0.636
H 5.531 -0.639 -1.747
H 7.915 -0.480 -1.226
H 7.666 -1.513 0.263
H 1.157 -1.457 2.016
H -0.803 -0.057 2.572
H -3.771 2.219 1.119
H -3.159 1.965 -1.272
H -2.771 0.259 -1.005
H -5.059 0.435 -1.926
H -5.520 1.546 -0.609
H -6.625 -2.600 0.904
H -4.909 -3.049 0.824
H -6.042 -3.652 -0.393
H -5.306 -1.089 1.917
H -5.647 0.627 1.650
H -3.409 0.326 2.682
H -2.915 -0.709 1.327
H -0.044 1.490 -3.192
H 1.026 2.711 -2.441
H -0.586 3.179 -3.031
H 1.498 0.520 -1.742
*
```

Results of the Mulliken charge analysis, in e, for atoms 1 through 5:
1 C -0.881
2 C 0.052
3 C -0.797
4 N 0.157
5 C -0.896



Q: What is the ΔE to the lowest compared entry with this formula, charge and spin in the eighth record?
A: 117.9 kJ/mol